This record from the OMol25 dataset describes C3H7P in the gas phase at a distorted geometry. The level of theory is ωB97M-V with the def2-TZVPD basis set.

```
11
Properties=species:S:1:pos:R:3:forces:R:3
C -0.400417 1.899235 0.341720 1.2 -4.9 1.8
P -0.080816 0.214239 0.505386 1.3 -0.3 0.3
C 0.748306 -0.979042 1.677371 -2.0 3.2 -2.1
C -0.043037 -0.524715 -1.126746 -1.8 0.6 -1.9
H -0.504140 2.418638 1.222714 -0.1 1.4 1.7
H -0.618320 2.300332 -0.568840 -0.6 0.8 -2.3
H 0.209415 -0.699997 2.563714 0.4 -0.5 1.2
H 0.603853 -1.983034 1.286551 -0.2 0.0 0.0
H -0.790580 -0.000054 -1.819570 0.7 -0.7 1.2
H -0.263160 -1.601534 -1.178542 0.2 0.5 0.3
H 0.866997 -0.298507 -1.635945 1.0 -0.2 -0.1
```
Positions in Å, forces in eV/Å.

Output
largest force on an atom = 0.1038 hartree/bohr
structure (SMILES) = C=P(=C)C
gap between HOMO and LUMO = 0.292 Ha
total charge = 0
calculated total energy = -459.71695 a.u.



This record from the OMol25 dataset describes C3H7PS in the gas phase at a distorted geometry. The level of theory is ωB97M-V with the def2-TZVPD basis set.

```
12
Properties=species:S:1:pos:R:3:forces:R:3
C -0.481310 0.212245 -1.463991 -1.5 1.0 0.6
C 0.130814 -0.038242 -0.065020 0.3 -0.4 -2.1
P -0.729055 -0.150089 1.400772 4.2 -2.1 0.7
C 1.527331 -0.150905 -0.016753 -0.2 0.8 1.0
S 2.526247 0.022129 -1.344428 0.1 -0.3 1.0
H -1.533045 -0.255196 -1.488679 1.4 1.1 -0.3
H -0.439992 1.351135 -1.612923 -0.8 -1.4 0.1
H 0.114796 -0.109774 -2.339754 -0.2 -0.6 1.0
H -0.692158 -1.445548 2.186427 0.1 1.5 -0.8
H -1.992274 -0.022282 1.341680 -3.9 0.7 -0.5
H -0.297035 0.782539 2.344521 -0.1 0.0 0.3
H 1.865682 -0.196013 1.058149 0.6 -0.3 -1.1
```
Positions in Å, forces in eV/Å.

Output
largest force on an atom = 0.0922 hartree/bohr
structure (SMILES) = CC(=[PH3])C=S
gap between HOMO and LUMO = 0.280 Ha
total charge = 0
calculated total energy = -857.92071 a.u.



This record from the OMol25 dataset describes a 2-piece molecular cluster, C3H7S overall at a distorted geometry. The level of theory is ωB97M-V with the def2-TZVPD basis set.

```
11
Properties=species:S:1:pos:R:3:forces:R:3
S 0.620463 2.108355 -0.913763 0.3 0.1 -0.1
H 1.831629 2.650489 -1.147383 -0.1 0.0 0.0
C -0.563072 -0.948404 -0.437022 -1.6 0.7 -0.8
C -0.040113 -1.483375 0.807156 -2.3 -3.0 2.6
C -0.794534 -2.151391 1.768881 3.5 0.9 -1.9
H -1.357848 -1.655887 -0.845148 1.4 0.6 0.0
H -1.182802 -0.072620 -0.181045 0.6 0.3 -0.6
H 0.299634 -0.695585 -1.102585 -1.4 0.1 0.2
H 1.003403 -1.554219 0.853750 1.5 -0.4 0.2
H -0.318225 -2.946998 2.356463 -0.2 0.9 0.4
H -1.816894 -1.959843 1.852073 -1.7 -0.2 -0.1
```
Positions in Å, forces in eV/Å.

Output
largest force on an atom = 0.0896 hartree/bohr
gap between HOMO and LUMO = 0.236 Ha
total charge = -1
calculated total energy = -516.66290 a.u.



This record from the OMol25 dataset describes a 2-piece molecular cluster, C3H7S overall at a distorted geometry. The level of theory is ωB97M-V with the def2-TZVPD basis set.

```
11
Properties=species:S:1:pos:R:3:forces:R:3
S -5.694038 2.167878 0.636393 0.5 -0.2 -1.6
H -6.066526 2.284262 1.862234 -0.5 0.2 1.6
C 1.075051 -1.522956 -0.047148 -0.9 -4.2 1.0
C 1.831378 -0.381366 -0.404074 -2.0 4.9 -2.1
C 1.259209 0.878879 -0.547188 2.2 -2.1 0.9
H 0.885420 -1.415697 1.014384 0.2 -0.8 0.7
H 0.024119 -1.578571 -0.408552 0.9 0.1 -0.4
H 1.667352 -2.546055 -0.291829 -1.6 2.3 0.8
H 2.784483 -0.567365 -0.778683 1.7 0.0 -0.6
H 1.946391 1.641991 -1.037471 -1.5 -0.6 1.1
H 0.287158 1.038997 0.001932 1.0 0.4 -1.3
```
Positions in Å, forces in eV/Å.

Output
largest force on an atom = 0.1096 hartree/bohr
gap between HOMO and LUMO = 0.193 Ha
total charge = -1
calculated total energy = -516.64993 a.u.



This record from the OMol25 dataset describes a 2-piece molecular cluster, C3H7S overall at a distorted geometry. The level of theory is ωB97M-V with the def2-TZVPD basis set.

```
11
Properties=species:S:1:pos:R:3:forces:R:3
S 0.887715 -1.674465 -1.244617 0.0 0.0 0.0
H 2.040906 -1.959840 -0.620319 0.0 0.0 0.0
C -1.715849 1.307433 0.249292 -0.1 -0.5 0.2
C -0.394320 1.550410 0.933410 -0.1 -0.2 -0.7
C 0.291313 0.572210 1.505640 0.9 -0.3 -0.5
H -2.403261 2.118766 0.506122 -0.1 -0.2 -0.3
H -1.641703 1.164844 -0.836391 0.1 0.6 0.1
H -2.148142 0.359639 0.588815 0.0 0.2 0.2
H -0.003430 2.557634 0.814803 0.0 0.0 0.6
H 1.278444 0.650266 1.949611 -0.1 0.6 0.0
H 0.046486 -0.463160 1.314907 -0.7 -0.2 0.4
```
Positions in Å, forces in eV/Å.

Output
<S²> = 0.753
2S+1 = 2
largest force on an atom = 0.0219 hartree/bohr
gap between HOMO and LUMO (spin up / spin down) = 0.392 / 0.266 Ha
total charge = 0
calculated total energy = -516.59674 a.u.



This record from the OMol25 dataset describes C3H8 in the gas phase. The level of theory is ωB97M-V with the def2-TZVPD basis set.

```
11
Properties=species:S:1:pos:R:3:forces:R:3
C 0.850533 0.474230 -0.856365 0.0 0.1 -0.1
C 0.085111 -0.604972 -0.091969 0.1 -0.1 0.0
C -0.916347 -0.027348 0.920101 -0.1 0.1 0.1
H 1.554914 0.039573 -1.573873 -0.1 0.1 0.1
H 1.423536 1.102183 -0.163082 -0.1 -0.1 -0.1
H 0.170488 1.132905 -1.411971 0.1 -0.1 0.1
H 0.805403 -1.250613 0.425034 -0.1 0.1 -0.1
H -0.441868 -1.252429 -0.803804 0.1 0.1 0.1
H -0.673998 1.013495 1.169786 0.0 -0.2 0.0
H -0.919118 -0.592107 1.857592 -0.1 0.0 -0.1
H -1.938655 -0.034918 0.528550 0.1 0.0 0.0
```
Positions in Å, forces in eV/Å.

Output
largest force on an atom = 0.0038 hartree/bohr
structure (SMILES) = CCC
gap between HOMO and LUMO = 0.467 Ha
total charge = 0
calculated total energy = -119.09282 a.u.